Formula: C3H12N4
Source: the OMol25 dataset
Level of theory: wB97M-V/def2-TZVPD

Element x y z (Å)
N -0.581 1.784 -1.811
N 0.789 -3.233 1.304
C 1.103 -2.038 0.991
H -0.873 1.221 -2.594
H -0.306 -1.019 2.256
N -0.084 0.074 0.098
H -0.833 -0.521 -0.259
H 1.210 -0.134 1.972
H -2.528 1.986 -0.990
N 2.135 -1.809 0.121
H 2.076 -0.943 -0.394
H -1.987 3.347 -1.970
H 2.431 -2.612 -0.412
H -0.440 0.496 1.039
C -1.650 2.592 -1.251
H -1.294 3.085 -0.345
C 0.458 -0.774 1.507
H 0.081 -3.280 2.034
H 0.293 1.778 -1.296

Computed properties:
Relative energy (zero: lowest compared OMol25 entry of this formula, charge and spin) ... 2.716 eV
DFT total energy ... -340.430595 hartree
Kohn-Sham gap ... 8.89 eV
HOMO level ... -0.299 hartree